Molecular formula: C29H43F15N2O13S
Method: DFT, wB97M-V/def2-TZVPD

Values from the calculation:
structure (SMILES): CCCCN[C@H]1C[C@H](S(C)(=O)=O)NC1=O.CCOC(=O)C(F)(F)F.CCOC(=O)C(F)(F)F.CCOC(=O)C(F)(F)F.CCOC(=O)C(F)(F)F.CCOC(=O)C(F)(F)F
E: -4114.4538 hartree
F_max: 8.59 eV/Å
charge: 0

Each line ends with the Mulliken charge.
CARTESIAN COORDINATES (ANGSTROEM)
C -1.4892 3.7478 2.0090  -0.648
H -1.2878 2.8058 1.4887  -0.090
F -6.5058 2.6134 0.7201  -0.254
C 1.8051 -2.2266 -1.3992  0.258
C -5.3819 5.1846 -3.4685  -1.046
C -2.8678 3.7387 2.6428  -0.232
C 3.7370 -3.6097 -1.2180  0.132
H 3.9564 -3.0852 -0.2812  0.307
F -5.3836 1.2919 -0.6033  -0.245
F -8.0069 2.9003 -7.4576  -0.239
F 1.6015 -0.2450 -2.7398  -0.259
H -1.5665 -0.4079 2.9045  0.164
H 11.1116 -2.9321 -2.2805  0.300
O 2.8508 -2.8392 -2.0434  -0.340
F -5.1454 3.4518 -0.7644  -0.235
O 0.0847 3.9202 -5.6258  -0.250
F 8.6394 -6.5148 -2.8142  -0.242
H -0.2092 1.8790 -3.9534  0.303
H -1.0636 -4.4358 9.3230  0.277
C -1.7062 -2.1925 4.4458  0.309
H 1.2232 2.4682 -6.6178  0.322
H -1.4135 4.5453 1.2629  0.349
C 0.3328 -0.5343 4.4493  -0.154
H -3.3810 -2.1025 5.6743  0.307
S 1.4160 0.6674 3.4579  1.169
H 10.6251 -1.2193 -2.2583  0.363
H 9.8285 -2.3012 -4.3423  0.320
C 9.3123 -2.5043 -3.3980  -0.203
F 6.8424 -5.9443 -3.9109  -0.252
H -1.9685 0.0420 4.7192  0.268
H -4.1626 6.1157 -4.9712  0.321
H -1.0506 -3.8534 6.6915  0.326
C 3.1630 -4.9915 -0.9660  -1.173
C 0.9755 -1.4037 -2.3840  1.034
C -3.0581 -4.1845 10.5518  -0.909
C -2.7328 -3.2449 8.1044  -0.504
C 10.2573 -2.2489 -2.2387  -1.080
O 0.0232 -4.1538 3.8311  -0.610
C -0.2350 -2.8806 4.2073  0.036
H -4.7341 4.3147 -3.3203  0.293
F 0.3111 6.7955 -6.3019  -0.243
H 2.9294 -5.4900 -1.9122  0.304
C 1.1658 4.7373 -5.4081  0.338
H 9.7597 -2.4206 -1.2788  0.310
C -2.1639 -3.5024 6.5528  -0.592
O 2.9294 0.3576 3.7082  -0.650
H -5.8498 6.6196 -5.0351  0.324
H -3.0388 -3.0114 10.7277  0.257
F -6.4053 3.9333 -8.5183  -0.242
H -6.4113 4.8432 -3.3196  0.332
H -2.5409 -2.4749 3.6734  0.390
O 8.9150 -3.8832 -3.4294  -0.310
F 6.7668 -6.1981 -1.7459  -0.234
O 1.6025 -2.3116 -0.1914  -0.548
C 0.6331 1.7694 -4.6440  -0.847
C 0.3802 2.5472 -5.9221  -0.453
H 0.7732 -0.4952 1.2260  0.189
F -0.2399 -1.0420 -1.8846  -0.230
H -0.4974 2.1367 -6.4325  0.357
H -4.1843 -4.4871 10.4544  0.248
H 2.2288 -4.9332 -0.3983  0.369
H 8.4381 -1.8445 -3.3609  0.305
C 7.5372 -5.7126 -2.7600  0.873
C -5.1924 5.7606 -4.8594  -0.306
H -2.2080 -2.2379 8.4705  0.252
O 1.1559 2.1600 3.8932  -0.638
H 0.2763 -0.0101 5.5001  0.287
O -7.6611 5.0651 -5.7063  -0.516
H 0.3730 1.4062 1.2766  0.067
F 0.7226 -2.0708 -3.5469  -0.266
H 1.5201 -2.0157 3.6252  0.338
O -5.3933 4.7470 -5.8557  -0.288
C -1.2722 -0.6303 4.0348  -0.700
C 7.8894 -4.2356 -2.5882  0.379
C -6.7612 3.4306 -7.3012  0.833
O 2.3314 4.3543 -5.4508  -0.518
F -0.3455 6.2491 -4.2950  -0.230
O -3.8851 3.6490 1.6341  -0.314
H -5.1517 5.9326 -2.7048  0.409
C -2.2422 -4.4396 9.1394  -0.331
H -0.7153 3.8965 2.7671  0.378
H -2.4763 -5.4961 8.6450  0.255
F 1.6898 6.9564 -4.6195  -0.241
F -5.9282 2.3755 -7.0682  -0.235
H 2.1604 0.8175 1.0649  0.389
C 0.7108 6.1741 -5.1552  0.844
H 0.7794 0.7074 -4.8594  0.302
C -6.6964 4.4887 -6.2005  0.367
O 7.3224 -3.4491 -1.8351  -0.517
C -5.2873 2.4344 0.1334  0.841
N 0.9201 -1.9383 4.4860  -0.307
H -2.8126 -4.3868 6.1271  0.212
C -4.1558 2.3899 1.1596  0.350
H 1.5211 2.1428 -4.1240  0.311
O -3.5813 1.3760 1.5456  -0.492
H 4.6816 -3.7000 -1.7647  0.054
C 1.1245 0.5675 1.6028  -0.572
H -3.9021 -3.1878 8.1345  0.249
N -2.3307 -2.1867 5.8251  -0.329
H -2.9707 2.9318 3.3770  0.281
H -3.0317 4.6812 3.1757  0.317
H -2.5229 -4.6651 11.4956  0.290
H 3.8705 -5.6085 -0.4051  0.352